82
Properties=species:S:1:pos:R:3 method="wB97M-V/def2-TZVPD" gap_ev=10.702 lumo_ev=-0.2247 homo_ev=-10.927 de_lowest_kcal_mol=101.8
C -0.799 -0.503 1.177
C -0.957 0.789 0.393
O -1.743 0.336 -0.727
C -2.566 -0.707 -0.333
O -3.465 -1.258 -0.965
O -2.009 -1.181 0.806
F 0.258 1.074 -0.071
H -0.795 -0.441 2.266
H 0.088 -1.092 0.944
H -1.451 1.600 0.928
C 5.558 0.328 4.589
C 6.126 1.718 4.580
O 5.024 2.432 4.990
C 3.896 1.825 4.846
O 2.777 2.304 5.017
O 4.153 0.543 4.606
F 6.420 2.035 3.318
H 5.715 -0.331 5.443
H 5.893 -0.235 3.718
H 6.999 1.855 5.219
C 7.939 -3.642 -5.447
C 8.924 -4.098 -4.395
O 8.202 -4.013 -3.232
C 6.871 -3.857 -3.462
O 6.019 -3.831 -2.568
O 6.694 -3.844 -4.808
F 9.998 -3.355 -4.281
H 8.040 -4.169 -6.396
H 8.046 -2.568 -5.605
H 9.325 -5.093 -4.586
C -0.608 -3.527 -5.736
C -0.401 -2.007 -6.038
O -0.435 -2.009 -7.416
C -0.098 -3.228 -7.883
O 0.207 -3.428 -9.076
O -0.035 -4.093 -6.897
F 0.738 -1.565 -5.423
H -1.681 -3.708 -5.675
H -0.194 -3.892 -4.796
H -1.294 -1.453 -5.749
C -9.092 -3.202 2.444
N -9.529 -4.566 2.885
O -8.644 -5.434 3.123
O -10.741 -4.831 2.935
H -8.946 -3.285 1.367
H -8.154 -3.191 2.998
H -9.791 -2.428 2.761
C -8.091 6.415 -0.064
N -7.141 6.148 -1.151
O -7.508 6.476 -2.305
O -6.178 5.464 -0.939
H -8.074 7.454 0.264
H -7.700 5.849 0.781
H -9.091 6.083 -0.342
C 6.634 2.870 -4.333
N 7.932 2.741 -3.746
O 8.268 1.666 -3.304
O 8.691 3.660 -3.905
H 5.841 2.552 -3.656
H 6.700 2.133 -5.132
H 6.474 3.893 -4.676
C -0.463 8.050 2.199
N 0.107 8.774 3.403
O 0.119 8.278 4.509
O 0.745 9.769 3.082
H 0.328 7.962 1.455
H -1.119 8.716 1.639
H -1.026 7.171 2.516
C -1.993 -8.270 1.094
N -2.694 -9.084 2.112
O -2.216 -9.007 3.258
O -3.633 -9.765 1.763
H -2.148 -7.264 1.486
H -2.497 -8.400 0.136
H -0.937 -8.514 0.983
C -4.044 3.634 6.384
N -4.567 2.339 5.909
O -4.887 2.306 4.750
O -4.588 1.337 6.623
H -4.853 3.914 7.059
H -3.841 4.349 5.586
H -3.032 3.528 6.774

57
Properties=species:S:1:pos:R:3 method="wB97M-V/def2-TZVPD" gap_ev="5.588 / 6.593" lumo_ev="0.1389 / -1.1922" homo_ev="-5.449 / -7.786" de_lowest_kcal_mol=18.1 multiplicity=6
Ru 2.730 2.931 13.259
N 0.418 3.166 16.216
C 0.577 3.211 14.889
O 0.880 2.188 14.139
C 0.485 4.563 14.221
C 1.977 4.832 13.861
H 0.463 2.299 16.754
H -0.257 3.889 16.603
H 0.065 5.364 14.878
H -0.107 4.504 13.264
H 2.649 5.025 14.706
H 2.043 5.550 13.057
C 3.691 -0.260 10.732
C 3.117 0.952 11.270
N 2.930 1.118 12.612
O 3.227 -0.034 13.329
C 2.523 2.026 10.532
C 2.310 2.143 9.033
N 2.167 3.075 11.354
O 1.642 4.107 10.837
H 4.315 -0.801 11.448
H 4.285 -0.075 9.807
H 2.838 -0.893 10.408
H 2.784 0.092 14.199
H 3.253 1.809 8.575
H 2.118 3.210 8.830
H 1.440 1.493 8.785
C 6.187 0.367 17.577
C 5.155 0.626 18.690
S 3.952 1.921 18.159
O 4.664 3.210 18.065
C 3.092 2.102 19.757
C 2.334 0.851 20.211
H 7.045 -0.205 18.004
H 6.580 1.307 17.113
H 5.714 -0.241 16.824
H 5.654 0.979 19.608
H 4.632 -0.347 18.822
H 2.346 2.914 19.594
H 3.770 2.501 20.525
H 1.979 0.288 19.345
H 1.403 1.119 20.811
H 2.924 0.215 20.882
C 4.660 3.378 13.120
C 5.491 3.041 11.992
C 6.329 1.955 11.998
C 7.139 1.566 10.886
C 7.205 2.424 9.785
C 6.430 3.604 9.833
C 5.577 3.934 10.896
H 4.534 4.458 13.256
H 4.950 2.939 14.122
H 6.207 1.230 12.808
H 7.677 0.597 10.893
H 7.880 2.229 8.969
H 6.401 4.250 8.958
H 5.006 4.855 10.901

73
Properties=species:S:1:pos:R:3 method="wB97M-V/def2-TZVPD" gap_ev=7.477 lumo_ev=2.2962 homo_ev=-5.181 total_charge=-1
C -1.215 3.128 2.720
C -0.704 1.699 2.466
O -0.250 1.416 1.169
P -1.249 1.114 -0.206
C -2.895 1.184 0.744
C -4.126 0.749 0.011
O -5.021 1.479 -0.338
O -4.279 -0.594 -0.197
N -1.218 2.909 -0.564
C -0.111 3.385 -0.701
O 0.903 3.971 -0.765
P -2.177 0.994 -2.345
S -3.176 2.548 -3.050
O 0.262 0.875 -1.032
C 0.710 -0.445 -1.119
N 0.383 -1.174 -2.336
C 2.233 -0.410 -1.088
N 2.789 0.483 -0.064
C -0.057 -1.231 -0.001
O -0.340 -2.613 -0.391
C -1.250 -3.172 0.334
N -1.986 -3.718 1.037
P 0.836 -1.461 1.657
S 2.381 -2.657 1.616
O -1.277 -0.599 0.090
H -2.299 3.196 2.760
H -0.793 3.808 1.986
H -0.852 3.460 3.693
H 0.191 1.630 3.097
H -1.360 0.949 2.918
H -3.129 2.195 1.055
H -2.848 0.485 1.576
H -4.971 -0.634 -0.872
H -2.920 -0.200 -2.509
H -1.107 0.828 -3.234
H 0.647 -0.620 -3.141
H -0.608 -1.373 -2.417
H 2.524 -0.004 -2.062
H 2.677 -1.393 -1.033
H 3.247 1.272 -0.487
H 2.075 0.821 0.565
H -0.119 -1.958 2.561
H 1.158 -0.187 2.128
C -6.290 -0.505 2.256
C -7.756 -0.183 2.068
O -8.353 -0.787 3.222
C -7.403 -0.886 4.185
O -7.621 -1.187 5.314
O -6.183 -0.592 3.685
H -5.637 0.265 1.867
H -6.010 -1.465 1.822
H -7.954 0.890 2.088
H -8.173 -0.602 1.156
C 4.952 -5.430 0.423
C 5.256 -6.187 -0.852
O 4.633 -5.377 -1.843
C 4.526 -4.110 -1.352
O 4.201 -3.176 -2.002
O 4.846 -4.082 -0.035
H 5.740 -5.517 1.167
H 4.001 -5.720 0.873
H 6.327 -6.238 -1.060
H 4.842 -7.193 -0.864
C 5.510 4.073 -3.507
C 4.221 4.154 -2.717
O 4.439 3.196 -1.680
C 5.776 3.045 -1.513
O 6.288 2.451 -0.626
O 6.454 3.674 -2.511
H 5.801 5.022 -3.951
H 5.475 3.309 -4.286
H 4.068 5.134 -2.263
H 3.341 3.890 -3.297

54
Properties=species:S:1:pos:R:3 method="wB97M-V/def2-TZVPD" gap_ev="4.799 / 5.025" lumo_ev="-12.7108 / -12.4849" homo_ev="-17.509 / -17.509" total_charge=+3 de_lowest_kcal_mol=0.0
Pb -0.042 0.879 0.207
P 1.179 -1.044 1.834
C 0.895 -2.716 1.115
C 0.157 -2.757 -0.193
N -0.378 -1.643 -0.760
C -1.191 -1.774 -1.838
C -1.554 -3.032 -2.310
C -1.015 -4.182 -1.737
C -0.105 -4.029 -0.707
C -1.774 -0.552 -2.540
P -0.759 0.975 -2.447
H 0.398 -4.891 -0.262
H -2.291 -3.077 -3.116
H -1.279 -5.154 -2.127
H -1.904 -0.786 -3.612
H -2.788 -0.328 -2.159
H 1.827 -3.256 1.055
H 0.312 -3.309 1.835
H 4.880 -1.991 -1.547
O 5.711 -2.369 -1.902
H 5.419 -2.997 -2.600
H 4.501 1.569 -1.768
O 3.614 1.401 -2.113
H 3.797 1.012 -2.992
C 0.383 0.758 -3.848
H -0.186 0.672 -4.790
H 1.040 1.637 -3.892
H 0.995 -0.144 -3.702
C -1.893 2.277 -3.057
H -1.322 3.222 -3.061
H -2.227 2.041 -4.080
H -2.762 2.359 -2.380
C 0.341 -1.474 3.400
H 0.996 -2.158 3.959
H 0.119 -0.577 3.994
H -0.600 -1.984 3.150
C 2.939 -0.951 2.293
H 3.112 0.003 2.808
H 3.214 -1.768 2.972
H 3.578 -0.985 1.398
C -2.279 1.009 1.243
C -2.067 2.241 2.017
C -1.793 3.493 1.398
C -1.411 4.594 2.167
C -1.292 4.473 3.561
C -1.581 3.247 4.178
C -1.916 2.135 3.420
H -3.019 1.075 0.430
H -2.333 0.074 1.813
H -1.886 3.597 0.306
H -1.200 5.554 1.687
H -0.938 5.320 4.162
H -1.531 3.157 5.263
H -2.092 1.152 3.875